Entry 1:
3 unconnected molecules or ions with the total composition C3H11NO3S in a non-equilibrium geometry, computed with ωB97M-V/def2-TZVPD.

Element x y z (Å)
C: -1.262 -0.676 0.361
C: -2.750 -1.026 0.411
S: -3.200 -1.289 2.254
N: -0.766 -0.316 -1.002
C: 0.713 -0.348 -1.128
O: 1.185 0.971 -1.071
H: -0.896 0.048 1.106
H: -0.672 -1.563 0.591
H: -2.912 -2.054 0.034
H: -3.396 -0.316 -0.081
H: -1.055 0.586 -1.362
H: 0.911 -0.690 -2.175
H: 1.275 -0.900 -0.399
H: 3.317 0.859 0.407
H: 2.835 0.835 -1.001
O: 3.693 0.683 -0.464
H: 1.225 1.472 0.421
H: 0.552 1.653 1.835
O: 1.204 2.072 1.262

Results
Net charge: -2
Total energy in eV: -21756.0397
Orbital gap in eV: 6.0
Highest occupied orbital energy in eV: 0.084
F_max in hartree/bohr: 0.0718

Partial charges, Mulliken, in e: -0.148 -0.538 -0.828 -0.376 -0.342 -0.953 -0.098 0.213 0.189 0.271 0.268 0.238 0.281 0.294 0.391 -0.748 0.377 0.278 -0.769

=====

Entry 2:
A single C4H9NO molecule, computed with ωB97M-V/def2-TZVPD.

Element x y z (Å)
C: -2.213 0.481 0.138
C: -1.195 -0.391 -0.589
N: 0.165 0.098 -0.463
C: 1.087 -0.535 0.317
O: 0.825 -1.538 0.965
C: 2.470 0.083 0.338
H: -3.227 0.096 -0.015
H: -2.189 1.517 -0.220
H: -2.005 0.486 1.212
H: -1.186 -1.395 -0.160
H: -1.443 -0.482 -1.654
H: 0.435 0.928 -0.967
H: 2.606 0.895 -0.382
H: 3.201 -0.704 0.135
H: 2.668 0.462 1.345

Results
Net charge: 0
Total energy in eV: -7832.1255
Orbital gap in eV: 10.6
SMILES: CCNC(C)=O
Highest occupied orbital energy in eV: -9.644
F_max in hartree/bohr: 0.0075

Partial charges, Mulliken, in e: -1.018 -0.463 -0.184 0.654 -0.627 -0.934 0.324 0.292 0.283 0.299 0.337 0.218 0.298 0.273 0.248

=====

Entry 3:
A molecular structure, C23H23IrN6O4S, computed with ωB97M-V/def2-TZVPD.

Element x y z (Å)
Ir: -1.195 -0.014 1.193
N: -3.834 1.142 4.408
C: -2.791 0.804 3.603
S: -3.065 0.977 1.853
N: -1.698 0.361 4.112
N: -0.743 0.059 3.142
C: 0.454 -0.075 3.598
C: 1.658 -0.191 2.818
C: 2.837 -0.502 3.517
C: 4.053 -0.591 2.887
C: 4.117 -0.346 1.512
C: 2.985 -0.035 0.797
C: 1.728 0.040 1.426
O: 0.698 0.354 0.664
H: -4.558 1.723 4.026
H: -3.641 1.224 5.392
H: 0.550 -0.048 4.680
H: 2.763 -0.678 4.584
H: 4.944 -0.844 3.444
H: 5.068 -0.408 0.997
H: 3.018 0.146 -0.269
C: -0.061 -4.504 -0.562
C: 0.756 -3.220 -0.435
C: 2.240 -3.480 -0.597
O: 0.385 -2.308 -1.470
C: 0.445 -2.643 0.961
O: 1.114 -2.972 1.917
O: -0.669 -1.946 1.050
H: 0.105 -4.950 -1.544
H: -1.125 -4.287 -0.436
H: 0.229 -5.220 0.208
H: 2.417 -3.999 -1.540
H: 2.612 -4.076 0.232
H: 2.780 -2.534 -0.608
H: -0.565 -2.392 -1.603
C: -2.953 -0.989 -2.608
C: -2.686 -0.863 -1.262
N: -1.689 -0.089 -0.813
C: -0.940 0.584 -1.682
C: -1.169 0.549 -3.054
C: -2.180 -0.277 -3.519
C: -0.314 1.326 -3.968
C: 0.102 2.581 -3.798
C: -0.251 3.510 -2.705
C: 0.661 4.478 -2.300
C: 0.279 5.313 -1.265
N: -0.910 5.223 -0.677
C: -1.714 4.277 -1.152
N: -1.455 3.421 -2.131
H: -3.757 -1.633 -2.936
H: -3.257 -1.385 -0.507
H: -0.112 1.136 -1.265
H: -2.370 -0.360 -4.582
H: 0.023 0.802 -4.856
H: 0.791 2.986 -4.531
H: 1.633 4.566 -2.765
H: 0.949 6.081 -0.894
H: -2.690 4.195 -0.687

Results
Net charge: 0
Total energy in eV: -55029.5284
Orbital gap (alpha / beta) in eV: 7.1 / 7.1
Highest occupied orbital energy (alpha / beta) in eV: -7.507 / -7.507
F_max in hartree/bohr: 0.0123

Partial charges, Mulliken, in e: 0.577 -0.444 0.648 -0.522 -1.153 0.832 -0.326 0.516 -0.672 -0.837 -0.378 -0.555 0.577 -0.684 0.214 0.248 0.418 0.373 0.401 0.407 0.495 -1.883 1.935 -1.667 -0.528 0.336 -0.637 -0.739 0.416 0.398 0.427 0.463 0.320 0.263 0.288 -0.778 -0.357 0.361 -0.439 0.584 -0.461 -1.059 -0.602 0.897 -0.631 -0.204 -0.591 -0.153 -0.360 0.450 0.411 0.766 0.519 0.419 0.404 0.413 0.414 0.469

=====

Let's list energy above the lowest of the compared OMol25 structures with the same formula, charge and spin in order: 19.4; 4.5; 0.0 kcal per mole.